Record 1
ORCA calculation (ωB97M-V/def2-TZVPD) on a cluster of 2 separate species, C2H6NS in total.

Geometry as XYZ:
```
10
Properties=species:S:1:pos:R:3
S -2.07 -1.49 2.04
H -1.71 -1.51 3.33
C 1.16 0.84 -1.74
C 0.52 0.00 -0.85
N -0.26 0.56 0.35
H 1.28 1.90 -1.61
H 1.81 0.45 -2.56
H 0.45 -1.11 -0.77
H 0.09 0.17 1.27
H -1.26 0.20 0.54
```

## Properties
Frontier orbital gap (alpha / beta) (eV): 2.23 / 6.49
Net charge: -2
LUMO level (alpha / beta) (eV): 7.0 / 7.0
Energy above the lowest of the compared OMol25 structures with the same formula, charge and spin (kcal per mole): 41.5
F_max (hartree/bohr): 0.08143
2S+1: 2
Calculated total energy (Ha): -532.5409

---

Record 2
ORCA calculation (ωB97M-V/def2-TZVPD) on a cluster of 6 separate species, C13H40ClO21P4 in total.

Geometry as XYZ:
```
79
Properties=species:S:1:pos:R:3
Cl -27.34 5.37 1.63
O -28.75 5.72 1.63
O -26.53 6.52 1.90
O -27.09 4.39 2.67
O -26.99 4.79 0.35
C -28.69 2.11 4.28
O -29.54 1.76 5.39
P -31.00 1.25 5.18
O -31.57 0.63 6.39
O -31.76 2.49 4.62
C -33.19 2.55 4.53
O -30.96 0.31 3.89
C -30.61 -1.06 4.09
H -27.80 1.48 4.23
H -28.32 3.11 4.49
H -29.20 2.08 3.33
H -33.50 3.49 4.97
H -33.55 1.69 5.10
H -33.51 2.51 3.49
H -30.04 -1.22 5.00
H -30.04 -1.45 3.25
H -31.53 -1.65 4.17
C -31.59 8.09 2.35
O -31.04 9.38 2.12
P -29.62 9.57 1.40
O -28.47 9.02 2.07
O -29.85 9.11 -0.11
C -29.93 7.73 -0.50
O -29.59 11.15 1.25
C -30.43 11.82 0.34
H -32.40 7.81 1.68
H -32.10 8.16 3.32
H -30.81 7.34 2.42
H -29.00 7.43 -0.97
H -30.77 7.66 -1.20
H -30.11 7.07 0.34
H -30.52 12.88 0.62
H -31.47 11.47 0.35
H -30.05 11.77 -0.68
C -26.94 10.50 -1.04
O -25.82 9.63 -1.01
P -24.96 9.42 0.30
O -25.66 9.48 1.56
O -24.14 8.12 -0.01
C -24.70 6.99 -0.68
O -23.86 10.58 0.21
C -23.14 10.80 -0.99
H -27.18 10.92 -0.06
H -27.80 9.93 -1.40
H -26.75 11.30 -1.76
H -24.12 6.83 -1.60
H -25.73 7.17 -0.98
H -24.62 6.10 -0.07
H -22.08 10.93 -0.74
H -23.46 11.73 -1.47
H -23.27 9.99 -1.70
C -31.07 1.25 0.89
O -31.27 2.28 -0.09
P -32.66 3.04 -0.15
O -33.81 2.30 -0.65
O -32.88 3.58 1.32
C -31.94 4.48 1.88
O -32.29 4.34 -0.95
C -32.24 4.30 -2.38
H -30.21 1.56 1.48
H -30.86 0.31 0.40
H -31.95 1.11 1.52
H -32.03 4.54 2.97
H -32.05 5.48 1.47
H -30.90 4.14 1.82
H -32.99 3.60 -2.76
H -31.26 4.00 -2.73
H -32.48 5.29 -2.76
C -27.90 1.51 -0.80
O -27.56 1.58 -2.18
H -28.97 1.65 -0.74
H -27.65 0.54 -0.34
H -27.35 2.25 -0.21
H -26.65 1.28 -2.29
```

## Properties
Frontier orbital gap (eV): 8.81
Net charge: -1
LUMO level (eV): 2.4
Energy above the lowest of the compared OMol25 structures with the same formula, charge and spin (kcal per mole): 0.0
F_max (hartree/bohr): 0.02869
Calculated total energy (Ha): -3925.1453

---

Record 3
ORCA calculation (ωB97M-V/def2-TZVPD) on a structure of composition C10H16Cl3NO4Pb.

Geometry as XYZ:
```
35
Properties=species:S:1:pos:R:3
C -0.69 0.92 -1.21
C -0.86 -0.47 -1.48
C 0.43 -1.06 -1.55
C -2.12 -1.17 -1.73
C 1.39 -0.06 -1.23
C 0.69 1.17 -1.05
C 1.30 2.49 -0.88
C -1.75 1.93 -1.19
C 0.71 -2.46 -1.93
C 2.84 -0.26 -1.15
Pb -1.01 -0.79 2.43
Cl -2.16 -3.17 0.94
Cl -3.04 0.47 1.35
Cl 1.05 -2.05 1.44
H -2.97 -0.51 -1.51
H -2.19 -2.01 -0.99
H -2.15 -1.61 -2.75
H -0.05 -3.11 -1.47
H 1.70 -2.75 -1.55
H 0.68 -2.59 -3.02
H 3.07 -1.14 -0.52
H 3.33 0.63 -0.73
H 3.27 -0.44 -2.15
H 2.28 2.41 -0.40
H 0.63 3.11 -0.28
H 1.44 2.97 -1.86
H -2.64 1.52 -0.69
H -2.00 2.26 -2.21
H -1.40 2.78 -0.59
O 0.15 1.08 1.83
H -0.07 1.86 2.35
O -0.10 1.25 6.14
N 0.02 0.03 5.97
O -0.09 -0.82 6.90
O 0.31 -0.44 4.77
```

## Properties
Frontier orbital gap (alpha / beta) (eV): 4.25 / 4.26
Net charge: -2
LUMO level (alpha / beta) (eV): 2.9 / 3.0
Energy above the lowest of the compared OMol25 structures with the same formula, charge and spin (kcal per mole): 18.1
F_max (hartree/bohr): 0.05459
Calculated total energy (Ha): -2319.7316

---

Record 4
ORCA calculation (ωB97M-V/def2-TZVPD) on a cluster of 5 separate species, C16H42ClN3O13PS4 in total.

Geometry as XYZ:
```
80
Properties=species:S:1:pos:R:3
N -0.41 0.30 0.41
C 0.78 0.72 0.91
N 1.33 0.18 2.13
C 2.80 -0.14 1.88
C 2.99 -0.37 0.32
C 2.63 0.92 -0.52
P 2.18 0.56 -2.34
O 1.17 -0.82 -2.45
Cl 4.05 0.04 -3.21
N 1.51 1.72 0.13
H -0.50 -0.72 0.32
H -1.14 0.94 0.08
H 0.88 -0.75 2.19
H 3.07 -1.11 2.39
H 3.46 0.70 2.26
H 2.42 -1.29 0.01
H 4.08 -0.61 0.13
H 3.55 1.58 -0.55
H 1.52 -1.59 -1.96
H 0.89 2.00 -0.66
O 1.67 0.41 -7.93
S 0.36 -0.14 -8.14
O -0.83 0.67 -8.06
O 0.17 -1.43 -7.19
C 0.42 -1.28 -5.79
C -0.75 -0.61 -5.09
C 0.34 -1.00 -9.69
H 1.35 -0.73 -5.62
H 0.55 -2.28 -5.38
H -0.86 0.43 -5.41
H -0.62 -0.62 -4.01
H -1.69 -1.11 -5.34
H 1.21 -1.66 -9.73
H 0.39 -0.26 -10.48
H -0.59 -1.57 -9.76
O 2.85 -1.69 4.78
S 2.58 -2.68 5.78
O 1.25 -3.18 6.00
O 3.19 -2.19 7.19
C 2.82 -0.90 7.68
C 1.44 -0.91 8.30
C 3.66 -4.06 5.54
H 2.89 -0.15 6.89
H 3.56 -0.63 8.44
H 0.67 -1.07 7.55
H 1.23 0.04 8.79
H 1.35 -1.71 9.04
H 4.68 -3.69 5.43
H 3.35 -4.57 4.63
H 3.58 -4.73 6.39
O -2.54 -2.09 0.97
S -2.98 -2.93 2.06
O -2.60 -4.31 2.15
O -4.58 -2.81 2.19
C -5.38 -3.07 1.04
C -5.53 -4.56 0.78
C -2.57 -2.13 3.59
H -4.98 -2.55 0.16
H -6.37 -2.64 1.24
H -4.58 -5.00 0.47
H -6.25 -4.74 -0.02
H -5.86 -5.08 1.68
H -2.91 -1.10 3.55
H -1.49 -2.17 3.71
H -3.06 -2.67 4.40
O -3.06 5.26 -1.54
S -1.75 5.11 -2.11
O -0.87 4.04 -1.73
O -0.95 6.51 -1.97
C -0.85 7.10 -0.67
C 0.22 6.42 0.17
C -1.89 5.12 -3.88
H -1.81 7.09 -0.16
H -0.57 8.14 -0.83
H -0.07 5.40 0.43
H 0.38 6.97 1.10
H 1.16 6.36 -0.38
H -2.51 5.97 -4.17
H -2.36 4.19 -4.18
H -0.89 5.19 -4.31
```

## Properties
Frontier orbital gap (eV): 8.37
Net charge: +1
LUMO level (eV): -4.0
F_max (hartree/bohr): 0.09780
Calculated total energy (Ha): -4171.2455